The following is a quantum chemistry calculation of a structure of composition C35H48MgN9Si, from the OMol25 dataset.

Geometry as XYZ:
```
94
Properties=species:S:1:pos:R:3:forces:R:3
Mg -0.149084 -0.434929 -0.275258 0.03 0.06 0.03
C -2.555715 5.767953 -1.816496 -0.02 0.06 -0.02
C -2.392315 4.404220 -1.204221 0.01 -0.08 -0.02
C -2.346209 4.217833 0.179023 -0.02 0.02 -0.02
C -2.166559 2.968677 0.742149 0.03 -0.02 0.02
C -2.020843 1.807564 -0.040708 0.06 0.08 -0.11
N -1.730155 0.565375 0.482704 -0.13 -0.10 0.12
C -2.468888 0.134696 1.578208 -0.04 0.02 0.05
C -3.812247 0.524624 1.731793 0.02 0.00 0.00
C -4.623385 0.060167 2.743696 -0.02 0.04 -0.04
C -4.141843 -0.840484 3.685975 0.07 -0.02 -0.02
C -5.010467 -1.384009 4.785143 -0.05 -0.02 0.06
C -2.820259 -1.232228 3.563777 -0.09 0.06 0.00
C -1.989889 -0.772248 2.544185 0.11 -0.07 -0.03
N -0.635617 -1.265925 2.549151 0.13 0.13 0.06
C -0.138529 -2.219442 3.361323 -0.04 -0.01 0.07
C 1.229233 -2.246752 3.213819 -0.05 0.04 0.03
C 1.484053 -1.267664 2.259982 0.07 0.01 -0.10
N 0.367218 -0.677835 1.846806 -0.24 -0.12 0.20
C -2.095325 2.012338 -1.429670 -0.01 -0.07 -0.06
C -2.261862 3.271785 -1.995669 -0.02 0.03 0.06
N -2.009427 0.889957 -2.308917 0.12 0.02 0.04
C -2.851841 0.570291 -3.306427 -0.04 0.03 -0.07
C -2.375504 -0.574288 -3.907411 -0.03 0.05 0.01
C -1.222067 -0.892011 -3.186036 0.05 -0.06 0.02
N -0.995020 -0.000557 -2.224952 -0.17 -0.02 0.04
H -2.968066 6.474460 -1.097088 0.00 -0.01 0.00
H -3.225159 5.738524 -2.676737 0.01 0.00 0.01
H -1.600215 6.170554 -2.160797 0.00 -0.01 0.01
H -2.457332 5.076176 0.832392 0.01 0.00 -0.01
H -2.145278 2.860906 1.820237 0.00 0.00 0.00
H -4.226481 1.204226 0.999038 -0.01 0.01 -0.02
H -5.652510 0.396356 2.795739 0.01 0.00 0.00
H -5.946644 -0.830916 4.852686 0.01 0.00 0.00
H -4.516668 -1.321701 5.756102 0.01 0.00 -0.01
H -5.260132 -2.432933 4.611368 0.01 0.01 0.00
H -2.432117 -1.909086 4.309914 0.02 0.00 0.02
H -0.772817 -2.824980 3.979609 0.02 -0.02 0.00
H 1.924214 -2.896001 3.715927 0.00 0.00 -0.02
H 2.423563 -0.985524 1.810528 -0.03 -0.01 0.02
H -2.291118 3.356039 -3.077329 0.00 0.00 0.01
H -3.723917 1.173884 -3.496045 0.01 -0.03 -0.02
H -2.812727 -1.113348 -4.728808 0.00 0.01 0.01
H -0.566586 -1.743178 -3.278096 -0.01 0.02 0.00
N 4.807812 0.412373 -0.983058 0.07 0.15 0.03
C 3.640693 1.332539 -0.705721 -0.05 -0.05 -0.05
C 3.829278 2.082506 0.590856 0.01 0.10 0.05
C 2.548533 2.892569 0.865294 -0.04 0.01 0.10
N 1.448330 1.961628 1.111604 0.10 -0.12 0.03
C 2.248421 3.811895 -0.317434 0.05 0.09 -0.03
C 2.204328 3.116151 -1.677517 -0.07 0.01 -0.01
N 1.024206 2.256701 -1.756760 0.11 -0.13 -0.13
C 3.465354 2.267966 -1.884409 -0.01 0.05 -0.01
H 5.023239 -0.179559 -0.181158 -0.02 -0.09 0.06
H 5.646576 0.939077 -1.225980 0.04 0.06 -0.02
H 4.569371 -0.203068 -1.760963 -0.04 -0.17 -0.16
H 2.774603 0.682706 -0.615858 -0.06 -0.08 0.00
H 4.686507 2.761381 0.517470 -0.01 0.00 0.02
H 4.016819 1.395322 1.421572 -0.04 -0.02 0.02
H 2.752079 3.532042 1.731559 -0.02 0.00 0.01
H 0.538727 2.405114 1.021581 0.05 0.01 -0.02
H 1.487576 1.571419 2.046253 -0.01 -0.01 -0.01
H 3.018526 4.587297 -0.350338 0.00 0.00 0.00
H 1.300248 4.330608 -0.146279 0.00 -0.02 0.01
H 2.206707 3.894680 -2.450323 -0.02 -0.01 0.01
H 0.834648 1.956198 -2.707449 0.05 0.03 -0.02
H 0.197764 2.761451 -1.451045 0.02 -0.03 -0.01
H 4.338565 2.927296 -1.961989 -0.03 0.00 -0.01
H 3.387002 1.707764 -2.821315 -0.03 0.00 0.01
C 2.074505 -4.356597 -2.310799 0.12 -0.02 -0.03
Si 2.065672 -2.683798 -1.472584 -0.06 -0.02 -0.07
C 2.450450 -1.384079 -2.804762 0.07 -0.01 -0.01
C 3.564679 -2.649538 -0.304062 0.13 0.02 -0.01
N 0.594845 -2.278563 -0.740552 0.14 0.36 -0.27
C -0.171613 -3.198686 -0.028409 0.05 0.04 0.02
C 0.374497 -4.301891 0.647549 -0.04 -0.06 0.04
C -0.414013 -5.134107 1.423786 -0.06 0.02 -0.04
C -1.776875 -4.892005 1.565723 0.06 -0.06 0.00
C -2.340780 -3.825252 0.881021 -0.03 0.04 -0.05
C -1.557699 -3.006176 0.081709 -0.08 -0.07 0.12
H 2.756186 -4.342125 -3.166240 -0.01 -0.05 0.01
H 1.079864 -4.620222 -2.675703 0.00 0.04 -0.01
H 2.399866 -5.157900 -1.646202 -0.01 -0.01 0.01
H 3.507317 -1.438019 -3.103660 0.00 0.03 0.02
H 2.197452 -0.357328 -2.520976 0.01 0.00 0.06
H 1.893718 -1.587633 -3.721997 -0.06 -0.02 0.03
H 4.474159 -2.962864 -0.828113 0.03 0.01 0.04
H 3.422753 -3.323271 0.543050 0.01 -0.04 -0.03
H 3.733673 -1.661618 0.140032 -0.09 -0.01 0.00
H 1.440746 -4.489311 0.585527 -0.02 0.00 0.01
H 0.043736 -5.973361 1.934048 -0.02 0.00 0.00
H -2.390528 -5.539013 2.178369 0.01 0.00 0.00
H -3.403400 -3.626569 0.958905 0.01 -0.01 0.01
H -2.032593 -2.194696 -0.464867 0.01 0.02 -0.02
```
Forces are in eV/Å.

The calculation puts the LUMO energy at -2.7 eV. Its net charge is +1. The value obtained for the total energy is -2344.85392 a.u. The molar mass is 647.2 g mol⁻¹. The HOMO energy comes out at -8.92 eV.